{"formula": "CH2N4", "method": "ωB97M-V with the def2-TZVPD basis set", "de_lowest_kj_mol": 889.1, "homo_lumo_gap_ev": [9.331, 8.982], "energy_ev": -7020.7303, "fmax_ev_per_a": 5.91, "charge": 0, "homo_ev": [-10.27, -10.01], "elements": ["C", "N", "N", "N", "N", "H", "H"], "xyz": [[0.475, 0.162, -0.708], [-0.706, -1.175, 0.899], [-1.417, 0.474, 0.900], [0.426, -0.520, 0.567], [-0.023, 0.738, 0.490], [1.544, 0.330, -0.811], [-0.299, -0.008, -1.337]], "lowdin_charge": [-0.039, 0.113, 0.132, -0.228, -0.177, 0.121, 0.078]}